No. 1
{
  "formula": "CH3IO3S",
  "method": "ωB97M-V/def2-TZVPD",
  "charge": 0,
  "homo_energy_ev": -10.52,
  "symbols": ["C", "O", "O", "O", "S", "I", "H", "H", "H"],
  "coordinates": [[-1.21761, -0.40615, 0.19992], [0.84800, 1.40972, 0.86555], [0.73374, 0.86639, -1.51621], [0.08216, -0.82871, 0.15932], [0.97692, 0.46776, -0.18766], [3.05039, -0.60987, -0.05081], [-1.14404, 0.71341, 0.33998], [-1.74260, -0.91666, 1.04256], [-1.58695, -0.69590, -0.85265]],
  "lowdin_charge": [-0.16, -0.33, -0.31, -0.40, 0.13, 0.75, 0.09, 0.11, 0.13]
}

=====

No. 2
{
  "formula": "C3H8Si",
  "method": "ωB97M-V/def2-TZVPD",
  "charge": 0,
  "homo_energy_ev": [-8.77, -7.39],
  "symbols": ["C", "C", "C", "Si", "H", "H", "H", "H", "H", "H", "H", "H"],
  "coordinates": [[2.63767, -0.41674, 0.20223], [-1.06552, 0.66712, 0.38234], [-2.05190, -0.40004, -0.00293], [1.07232, 0.47023, -0.34870], [2.92334, -1.44292, 0.14836], [3.37662, 0.04144, 1.00258], [-1.54802, 1.47374, 1.01533], [-3.14572, -0.11683, 0.20462], [-1.58982, -1.39028, 0.33195], [-2.01673, -0.37960, -1.11118], [1.13568, 1.85448, -0.13401], [0.51861, -0.19381, -1.55380]],
  "lowdin_charge": [-0.18, -0.25, -0.28, 0.64, -0.04, 0.03, 0.02, 0.08, 0.08, 0.04, -0.10, -0.06]
}

=====

No. 3
{
  "formula": "C18H41B2BrN5O4",
  "method": "ωB97M-V/def2-TZVPD",
  "smiles": "CC[C@@H](Br)N1C(NB(O)N(C)C)=[N+](B(O)OC)[C@@](CCCN)([C@@H](C)CC)[C@H]1CCO",
  "charge": 1,
  "homo_energy_ev": -11.80,
  "symbols": ["C", "C", "C", "Br", "N", "C", "N", "B", "O", "N", "C", "C", "N", "B", "O", "O", "C", "C", "C", "C", "C", "N", "C", "C", "C", "C", "C", "C", "C", "O", "H", "H", "H", "H", "H", "H", "H", "H", "H", "H", "H", "H", "H", "H", "H", "H", "H", "H", "H", "H", "H", "H", "H", "H", "H", "H", "H", "H", "H", "H", "H", "H", "H", "H", "H", "H", "H", "H", "H", "H", "H"],
  "coordinates": [[2.45711, 1.80760, 3.70016], [2.40574, 1.63012, 2.14657], [0.94666, 1.83720, 1.56007], [0.72357, 3.65759, 0.75164], [0.43965, 0.75030, 0.76404], [0.79677, 0.30781, -0.46178], [1.74192, 0.46459, -1.35947], [2.86655, 1.42926, -1.07472], [2.66420, 2.76034, -1.51770], [4.14404, 1.15556, -0.45617], [5.23517, 1.78782, -1.24339], [4.38383, -0.26163, -0.12221], [-0.26745, -0.60952, -0.92788], [0.34207, -1.90529, -0.53348], [0.00441, -3.06538, -1.32118], [1.26125, -2.09770, 0.50303], [2.10064, -3.25288, 0.32832], [-1.53573, -0.12908, -0.32229], [-1.76445, 1.24888, -1.13467], [-1.39866, 1.19984, -2.65186], [-1.94287, 0.01228, -3.49814], [-3.34531, 0.20028, -3.93516], [-2.91052, -0.84153, -0.48665], [-2.93789, -2.37423, -0.82033], [-3.94387, -0.64209, 0.70917], [-4.27061, 0.84504, 1.05335], [-0.98135, 0.36258, 1.07403], [-1.26575, -0.32317, 2.43248], [-1.24642, -1.86536, 2.54129], [-0.00346, -2.37079, 3.08296], [1.86986, 2.67390, 4.05743], [3.53231, 1.90334, 3.97779], [2.13455, 0.84165, 4.15310], [3.12422, 2.28934, 1.61252], [2.68430, 0.57602, 1.92073], [0.31352, 1.91446, 2.47050], [1.73499, 0.02998, -2.27524], [1.82240, 2.81666, -1.98142], [5.51084, 2.77316, -0.79760], [6.16751, 1.19343, -1.28487], [4.95467, 2.01356, -2.30032], [4.46353, -0.33792, 0.99118], [3.62911, -0.98176, -0.49540], [5.37137, -0.62252, -0.49537], [0.51116, -2.93346, -2.13282], [2.80858, -3.25526, 1.19005], [2.72964, -3.15066, -0.58408], [1.55612, -4.21487, 0.37290], [-1.15283, 2.08120, -0.69586], [-2.80806, 1.61284, -1.04882], [-1.78146, 2.14383, -3.11186], [-0.29129, 1.24187, -2.80908], [-1.32705, -0.09345, -4.42455], [-1.81137, -0.94835, -2.94803], [-3.38576, -0.08162, -4.90705], [-3.98734, -0.36298, -3.38929], [-3.45875, -0.37462, -1.33810], [-2.78628, -2.54967, -1.91136], [-2.23441, -3.01163, -0.25266], [-3.96042, -2.76724, -0.60622], [-4.88949, -1.08603, 0.31718], [-3.67914, -1.24042, 1.60432], [-5.19051, 0.83383, 1.68970], [-4.55588, 1.44892, 0.16190], [-3.50279, 1.36621, 1.66446], [-1.42789, 1.38057, 1.22360], [-0.55848, 0.06774, 3.20752], [-2.26621, 0.02177, 2.77756], [-2.02610, -2.15220, 3.29491], [-1.49546, -2.43453, 1.61966], [-0.17674, -3.31355, 3.15840]],
  "lowdin_charge": [-0.08, -0.24, -0.58, 0.79, 0.03, -0.22, 0.30, -0.62, 0.10, -0.07, -0.05, -0.06, 0.17, -0.66, 0.11, 0.01, -0.05, -0.24, -0.11, -0.17, -0.27, 0.01, -0.26, -0.05, -0.19, -0.09, -0.16, -0.08, -0.22, -0.07, 0.08, 0.09, 0.08, 0.10, 0.10, 0.09, 0.19, 0.08, 0.10, 0.09, 0.09, 0.10, 0.07, 0.10, 0.11, 0.11, 0.10, 0.11, 0.07, 0.11, 0.12, 0.09, 0.12, 0.08, 0.07, 0.05, 0.11, 0.08, 0.06, 0.09, 0.12, 0.10, 0.09, 0.08, 0.06, 0.13, 0.13, 0.11, 0.13, 0.11, 0.09]
}

=====

No. 4
{
  "formula": "C14H15ClN2O3",
  "method": "ωB97M-V/def2-TZVPD",
  "smiles": "O=C1C[C@H](N2CCOCC2)C(=O)N1c1ccccc1Cl",
  "charge": 0,
  "homo_energy_ev": -8.93,
  "symbols": ["O", "C", "C", "C", "N", "C", "C", "O", "C", "C", "C", "O", "N", "C", "C", "C", "C", "C", "C", "Cl", "H", "H", "H", "H", "H", "H", "H", "H", "H", "H", "H", "H", "H", "H", "H"],
  "coordinates": [[-1.24289, -1.36056, 2.58030], [-0.50733, -1.43603, 1.47615], [0.50149, -2.28640, 1.08553], [1.08661, -1.77863, -0.05539], [2.24290, -1.04794, 0.35972], [3.23984, -0.64680, -1.01784], [2.97882, 0.56847, -1.68217], [2.78085, 1.82277, -0.90152], [1.92080, 1.35688, 0.07562], [2.19734, 0.35952, 1.04796], [0.03234, -0.91370, -0.71693], [-0.09546, -0.59674, -1.94785], [-0.79060, -0.62275, 0.29598], [-2.11094, 0.26274, -0.06282], [-2.14598, 1.29306, 0.89075], [-3.34492, 1.87494, 0.74889], [-4.32043, 1.83941, -0.15713], [-4.32735, 0.46439, -0.73317], [-3.09238, -0.33664, -0.61613], [-2.98504, -1.67538, -1.59812], [0.08599, -3.21103, 1.17993], [1.25005, -2.16861, 2.05944], [1.37141, -2.41327, -0.64997], [3.22098, -1.49837, -1.66570], [4.22317, -0.51435, -0.32329], [3.67263, 1.03403, -2.37209], [2.08998, 0.61508, -2.26948], [1.97375, 2.25986, 0.88156], [0.86777, 1.43196, -0.20112], [1.37630, 0.10758, 1.62046], [3.05380, 0.37881, 1.66839], [-1.47220, 1.48885, 1.58231], [-3.46886, 2.84646, 1.29394], [-5.20264, 2.33549, -0.22784], [-5.05979, 0.16690, -1.64836]],
  "lowdin_charge": [0.01, -0.31, -0.09, -0.31, -0.01, -0.05, -0.22, -0.09, -0.30, -0.14, -0.37, 0.03, 0.13, -0.15, 0.03, -0.15, -0.03, -0.01, -0.69, 0.81, 0.14, 0.23, 0.08, 0.11, 0.17, 0.14, 0.11, 0.18, 0.12, 0.08, 0.12, 0.08, 0.13, 0.07, 0.15]
}

=====

No. 5
{
  "formula": "C24H29BiGeN3O2",
  "method": "ωB97M-V/def2-TZVPD",
  "charge": 3,
  "homo_energy_ev": -16.77,
  "symbols": ["Bi", "O", "C", "O", "C", "C", "C", "N", "C", "C", "C", "C", "C", "C", "C", "N", "C", "C", "C", "C", "C", "N", "H", "H", "H", "H", "H", "H", "H", "H", "H", "H", "C", "C", "C", "C", "Ge", "C", "C", "C", "C", "H", "H", "H", "H", "H", "H", "H", "H", "H", "H", "H", "H", "H", "H", "H", "H", "H", "H", "H"],
  "coordinates": [[-1.42533, 1.69415, -1.02922], [-3.22974, 0.45716, 6.94614], [-2.58787, 0.99613, 6.20025], [-1.86490, 1.62459, 5.44991], [-1.76364, 1.51067, 3.98413], [-2.66680, 0.76580, 3.27629], [-2.50999, 0.80408, 1.88893], [-1.53581, 1.53888, 1.32627], [-0.65301, 2.23507, 2.06546], [-0.74430, 2.25065, 3.45575], [0.40318, 2.98166, 1.34377], [1.41844, 3.67654, 1.97946], [2.35644, 4.35254, 1.20799], [2.25089, 4.31605, -0.17146], [1.21168, 3.59471, -0.73679], [0.31769, 2.94200, 0.00649], [-3.40964, 0.05438, 0.97999], [-4.42069, -0.78358, 1.41972], [-5.21839, -1.42856, 0.48257], [-4.98561, -1.21527, -0.86488], [-3.95315, -0.36738, -1.23059], [-3.18441, 0.24331, -0.32773], [-3.46187, 0.19659, 3.73553], [-0.07284, 2.81690, 4.08278], [1.50131, 3.70422, 3.05579], [3.15652, 4.90263, 1.68501], [2.95519, 4.83460, -0.80685], [1.09246, 3.54215, -1.81306], [-4.60583, -0.95252, 2.47007], [-6.01401, -2.08588, 0.80674], [-5.58863, -1.69075, -1.62573], [-3.73948, -0.16912, -2.27482], [5.00569, 0.06364, -1.92794], [4.45961, -0.57690, -0.65798], [3.03307, -1.10950, -0.80150], [2.02513, 0.00772, -1.11589], [0.17932, -0.61886, -1.10880], [-0.52341, -1.51444, -2.69897], [0.34089, -2.67205, -3.23826], [0.11972, -4.00686, -2.53591], [0.50025, -4.01709, -1.06099], [6.05574, 0.32515, -1.80865], [4.47476, 0.98106, -2.19249], [4.93464, -0.62148, -2.77501], [4.49314, 0.13897, 0.17048], [5.10225, -1.40873, -0.36528], [2.74214, -1.62039, 0.12120], [3.01006, -1.86104, -1.59458], [2.23117, 0.45403, -2.09145], [2.12004, 0.80035, -0.36664], [-0.27360, -1.14480, 0.26878], [-0.59390, -0.73497, -3.46342], [-1.53931, -1.86520, -2.49623], [1.39996, -2.39952, -3.20092], [0.10251, -2.78636, -4.29709], [0.70221, -4.76356, -3.06311], [-0.92751, -4.30202, -2.64967], [1.52439, -3.66563, -0.91082], [0.44439, -5.02449, -0.65054], [-0.17115, -3.39945, -0.45622]],
  "lowdin_charge": [1.51, 0.47, -0.09, 0.29, -0.08, 0.11, -0.15, 0.00, -0.14, 0.12, -0.21, 0.04, 0.02, 0.02, -0.10, -0.12, -0.21, 0.04, 0.02, 0.02, -0.10, -0.12, 0.14, 0.15, 0.12, 0.14, 0.14, 0.13, 0.12, 0.14, 0.14, 0.13, -0.10, -0.26, -0.29, -0.37, 0.80, -0.36, -0.26, -0.25, -0.11, 0.08, 0.06, 0.09, 0.11, 0.12, 0.11, 0.10, 0.07, 0.05, -0.04, 0.06, 0.06, 0.10, 0.12, 0.12, 0.11, 0.07, 0.09, 0.03]
}